No. 1
66
Properties=species:S:1:pos:R:3:forces:R:3 method="wB97M-V/def2-TZVPD" gap_ev=10.0 spin_multiplicity=1 e_above_lowest_kj_mol=400.5 smiles=CC(C)O.CC(C)O.CC(C)O.CO.CO.CO.CO.O.O
C -14.02639 17.52753 -23.17463 -0.2 0.3 0.1
C -14.29805 19.01094 -23.36307 2.0 -0.4 -0.4
C -13.52515 19.85711 -22.37235 0.1 0.0 1.2
O -13.76643 19.38093 -24.66515 -1.7 0.2 -0.2
H -14.28933 17.21409 -22.16432 0.0 -0.1 0.0
H -12.96160 17.35129 -23.32714 0.0 -0.3 0.0
H -14.63590 16.99095 -23.90174 0.3 -0.3 0.0
H -15.38003 19.10918 -23.27496 0.1 0.7 -0.6
H -13.44022 19.35898 -21.40655 -0.5 0.0 0.3
H -13.93528 20.85459 -22.21444 0.0 0.0 -0.1
H -12.46925 19.95936 -22.62278 -0.1 0.1 -0.6
H -12.85774 19.07663 -24.72232 0.0 -0.1 0.2
C -14.58120 8.50050 -18.74309 -0.1 1.0 0.4
C -14.08873 8.06469 -17.38534 0.2 1.1 -0.1
C -13.90000 9.24444 -16.31777 -0.8 -1.5 -0.7
O -15.07655 7.11460 -16.96992 1.1 0.1 0.8
H -14.85966 7.66280 -19.38247 0.6 -0.1 0.0
H -13.81253 9.16093 -19.14444 -0.4 0.1 -0.6
H -15.52919 9.00844 -18.56584 0.0 0.6 -0.3
H -13.09230 7.68053 -17.60361 -0.2 -1.1 0.8
H -14.81076 9.84230 -16.28359 0.0 0.3 -0.2
H -13.02765 9.87930 -16.47294 -0.1 -0.1 -0.2
H -13.84594 8.79489 -15.32627 0.3 -0.1 0.0
H -15.82345 7.70805 -16.86239 -0.6 -0.4 0.2
C -19.78154 14.81088 -19.80612 2.3 -0.7 1.0
C -20.39741 15.47066 -20.95457 -1.2 -1.3 -1.9
C -21.17856 14.43016 -21.81601 0.9 0.2 0.6
O -21.33787 16.36523 -20.45502 -1.0 1.2 -0.1
H -20.40799 14.10138 -19.26550 -0.2 0.2 -0.1
H -19.39162 15.55617 -19.11287 -0.2 0.1 0.3
H -18.86746 14.29565 -20.10126 0.0 -0.4 -0.1
H -19.68937 15.98852 -21.60155 0.4 0.0 0.1
H -21.49839 14.80015 -22.79013 -0.4 0.2 0.3
H -21.96210 14.07294 -21.14776 -0.5 0.1 -0.5
H -20.56331 13.55717 -22.03385 0.3 0.0 0.1
H -20.82887 17.06037 -20.03157 -0.2 0.2 0.2
C -10.77897 14.16047 -11.95250 0.4 -0.6 0.4
O -12.08599 14.70236 -11.90790 0.0 0.3 -0.1
H -10.16503 14.30476 -11.06348 -0.3 0.3 0.3
H -10.86249 13.07774 -12.04636 0.0 -0.1 -0.3
H -10.16824 14.54392 -12.76985 -0.4 0.2 -0.3
H -12.26102 15.16043 -11.08260 0.3 -0.1 0.0
C -8.41062 13.35554 -18.97456 -0.2 1.0 0.5
O -9.72138 13.03130 -19.34643 -0.7 -0.7 -0.8
H -8.21775 12.95594 -17.97896 0.5 -0.1 0.0
H -7.68853 13.02267 -19.72014 -0.2 -0.4 0.1
H -8.33306 14.44236 -18.94462 0.4 0.2 0.2
H -10.36698 13.58862 -18.90575 0.2 0.1 0.1
C -7.85672 20.08804 -16.90575 -0.1 -0.4 0.1
O -7.20449 21.24864 -17.40447 -0.9 0.1 0.0
H -7.24625 19.24248 -17.22270 0.0 -0.4 0.8
H -8.08048 20.20659 -15.84558 1.1 -0.1 0.3
H -8.87379 19.82863 -17.19960 -0.2 0.7 -1.2
H -7.38054 21.28190 -18.34760 0.1 0.2 -0.1
C -17.74557 19.26350 -13.50145 -0.9 1.9 0.6
O -16.86241 19.52937 -14.55510 0.6 -0.8 -1.0
H -18.13890 18.26373 -13.31747 1.0 -0.4 -0.3
H -17.32637 19.75632 -12.62424 -0.3 -0.6 0.5
H -18.64502 19.83886 -13.72066 -0.3 0.1 0.0
H -16.04761 19.90378 -14.21229 -0.1 -0.2 0.0
O -13.73614 15.38606 -16.81871 0.1 -0.2 -0.2
H -14.08566 15.37876 -15.92763 -0.1 -0.1 0.3
H -13.80593 16.29943 -17.09640 0.0 0.2 -0.1
O -17.03877 11.46919 -11.53228 -0.2 -0.1 0.0
H -16.85676 12.32321 -11.92438 0.0 0.2 -0.1
H -16.25231 11.26489 -11.02634 0.2 -0.1 0.1

---

No. 2
77
Properties=species:S:1:pos:R:3:forces:R:3 method="wB97M-V/def2-TZVPD" total_charge=-1 gap_ev=9.0 spin_multiplicity=1 e_above_lowest_kj_mol=240.8
O 0.62564 -0.02261 0.20741 0.0 -0.5 0.4
C -0.61345 0.38850 0.53377 -1.3 1.5 2.0
O -1.39309 0.51164 -0.39939 -1.5 -0.4 -2.9
O -0.93728 0.69346 1.69254 0.9 -0.6 1.4
H 0.34697 -0.25807 -0.68056 1.4 -0.5 -1.1
C 2.27231 -1.72263 -3.22899 0.0 -0.5 -1.0
O 1.56015 -0.71703 -2.61633 0.0 1.1 1.4
H 3.08526 -2.05643 -2.58417 -0.2 -0.2 0.0
H 1.56896 -2.51106 -3.49688 0.4 -0.6 0.1
H 2.67160 -1.32943 -4.16390 0.4 -0.2 -0.3
H 0.68357 -0.64468 -3.00101 -0.8 0.3 -0.2
C 1.31471 3.37211 -0.81032 -0.8 -1.3 0.3
O 2.36994 3.36233 -1.73358 -0.2 1.7 -0.2
H 0.38526 3.02918 -1.26488 -0.3 0.1 -0.4
H 1.47707 2.61086 -0.04728 0.2 0.2 0.5
H 1.06271 4.31254 -0.32022 0.7 0.3 -0.2
H 2.79841 2.50386 -1.70129 0.1 -0.5 0.1
C -3.81785 1.87146 -2.32098 0.2 -0.1 -1.4
O -4.09769 0.96778 -1.29584 -0.2 0.4 0.2
H -3.17098 2.71094 -2.06620 -0.3 0.3 0.5
H -3.26055 1.37999 -3.11847 0.2 -0.2 -0.3
H -4.73017 2.20779 -2.81360 -0.2 0.2 0.4
H -3.27038 0.92697 -0.81057 0.4 -0.5 0.7
C 0.72992 2.56225 3.87874 -1.4 -0.5 0.0
O 0.03803 2.92209 2.70080 1.1 1.8 -0.2
H 1.47357 1.78081 3.72241 0.1 -0.2 -0.1
H 1.21497 3.40132 4.37752 -0.1 0.3 -0.4
H -0.08390 2.18283 4.49667 0.6 -0.3 0.9
H -0.38615 2.14476 2.33007 -0.1 -0.7 -0.1
C -4.46852 0.40628 3.57768 -0.2 0.5 0.4
O -3.34082 -0.33622 3.23092 0.0 -0.6 -0.2
H -4.32213 1.41817 3.19986 -0.6 0.1 0.0
H -5.36766 -0.06576 3.18165 -0.1 0.3 -0.3
H -4.60976 0.44082 4.65794 0.1 0.1 0.3
H -2.62040 0.29568 3.17336 0.7 -0.3 -0.1
C 4.01773 -1.59410 0.86994 -2.7 -1.2 0.0
O 3.52452 -2.66628 0.48681 0.6 0.7 -0.2
N 5.28378 -1.39210 1.11809 4.7 -1.2 0.0
N 3.32629 -0.50676 1.15722 -1.3 0.6 0.1
H 5.64059 -0.71283 1.77489 -0.2 -0.2 -0.3
H 5.83698 -2.21593 0.93003 0.3 0.3 0.3
H 2.35185 -0.56701 0.89846 -0.2 0.9 0.3
H 3.87306 0.31607 1.36722 -1.0 0.2 -0.3
C 0.00844 -0.96101 4.71826 -2.8 2.2 -0.9
O -0.85557 -0.11814 4.94405 0.1 0.4 1.4
N 0.46885 -1.87657 5.50498 1.1 -2.5 4.3
N 0.45625 -1.14331 3.50558 1.3 0.1 -1.1
H 1.16668 -2.50853 5.13928 -0.1 0.1 0.8
H 0.15683 -1.88135 6.46557 0.3 -0.3 -0.2
H -0.06550 -0.47666 2.95472 0.1 -0.5 -2.0
H 0.73794 -2.11259 3.47027 -0.1 0.5 -2.2
C -4.69160 -2.59344 0.72383 1.9 0.8 -2.2
O -5.03672 -3.38487 -0.09702 -0.7 -2.4 -2.8
N -3.73791 -1.67386 0.58268 1.8 0.9 -1.3
N -5.21324 -2.52356 1.87897 -2.7 0.3 5.4
H -3.48965 -1.09182 1.36989 0.4 0.1 -0.2
H -3.15267 -1.71945 -0.23921 -0.2 0.3 0.3
H -5.97962 -3.14231 2.10230 0.3 0.5 0.2
H -4.85821 -1.77285 2.45385 -0.6 -0.6 0.6
C 5.26801 2.13103 -3.06195 -0.4 -1.4 -0.3
C 4.39941 0.84803 -2.85444 0.4 0.5 0.4
O 3.54477 1.04912 -1.73798 0.6 0.0 0.1
H 4.66431 2.90754 -3.53171 0.1 0.1 0.2
H 6.09020 1.84511 -3.71796 0.0 0.2 -0.3
H 5.74097 2.50303 -2.15309 -0.4 -0.1 0.2
H 4.97751 -0.05721 -2.66886 0.6 0.1 0.2
H 3.82486 0.56686 -3.73702 -0.2 0.6 -0.3
H 2.89585 0.34185 -1.72137 -0.6 -0.2 -0.1
C -1.68492 -1.84180 -4.83098 -0.6 -0.7 0.0
C -2.11677 -1.31090 -3.48972 1.3 0.6 -0.3
O -1.13564 -0.32033 -3.11145 -0.8 -0.5 -0.3
H -2.46259 -2.55951 -5.09216 0.1 -0.2 -0.5
H -0.73002 -2.36456 -4.77627 0.0 0.0 0.1
H -1.60704 -1.08886 -5.61527 -0.2 0.2 0.2
H -2.08706 -2.08298 -2.72087 -0.3 -0.3 -0.1
H -3.11351 -0.87135 -3.52711 0.0 0.1 0.0
H -1.42568 -0.11635 -2.21934 0.5 0.9 1.0

---

No. 3
86
Properties=species:S:1:pos:R:3:forces:R:3 method="wB97M-V/def2-TZVPD" gap_ev=8.5 spin_multiplicity=1 e_above_lowest_kj_mol=553.5 smiles="NC(N)=O.NC(N)=O.NC(N)=O.NC(N)=O.NC(N)=O.NC(N)=O.NC(N)=O.OCCO.OCCO.OCCO"
N -15.38052 -24.77586 3.44630 -0.4 -0.4 1.3
C -15.36216 -25.46786 2.28945 -1.3 0.5 0.8
N -14.65526 -24.84255 1.37414 1.4 0.7 -1.7
O -16.03087 -26.46975 2.03364 -0.2 -0.5 0.5
H -15.94087 -25.08076 4.22934 0.3 -0.1 -0.3
H -14.76195 -23.98270 3.53780 -0.1 -0.1 0.3
H -14.15036 -24.00017 1.60987 -0.1 -0.2 -0.3
H -14.86151 -25.05470 0.40846 0.7 -0.1 -0.4
N -17.46953 -18.64980 5.74612 4.4 2.1 3.3
C -17.90180 -19.14184 4.62120 4.5 -1.3 -1.5
N -19.13547 -19.28588 4.71646 -7.2 -0.6 -0.7
O -17.20019 -19.55030 3.70241 0.7 0.5 -0.3
H -18.01375 -18.18049 6.45582 0.1 -0.2 -0.4
H -16.47455 -18.48499 5.80040 -0.1 0.0 0.2
H -19.44205 -18.82556 5.56157 -1.7 -0.4 -0.9
H -19.62623 -19.36449 3.83722 -0.7 -0.1 0.6
N -18.27091 -18.53841 -2.62143 -2.9 0.9 -2.6
C -17.19867 -18.69489 -1.92204 2.3 -1.2 0.8
N -17.39882 -18.50186 -0.61676 1.6 0.1 1.1
O -16.14822 -19.14536 -2.41055 -0.5 -0.3 0.5
H -18.95206 -17.93252 -2.18665 -0.5 -0.4 -1.0
H -18.20565 -18.79594 -3.59586 -0.5 0.8 0.2
H -16.75597 -19.10796 -0.12737 -0.1 0.4 1.3
H -18.11723 -17.95288 -0.16665 0.2 -0.5 -0.2
N -12.35289 -23.18837 -1.44929 -1.9 -6.2 -2.1
C -11.71734 -22.18629 -0.95897 0.1 0.7 -1.7
N -12.57028 -21.28539 -0.68172 -3.9 4.7 3.0
O -10.56752 -21.99338 -1.04553 6.2 0.2 0.5
H -13.34363 -23.12544 -1.63523 0.2 -0.2 -0.1
H -11.84148 -23.83633 -2.03126 -0.1 0.1 0.3
H -13.52099 -21.62424 -0.64396 -0.3 1.3 0.2
H -12.27683 -20.40141 -0.29113 -0.2 -0.3 -0.1
N -15.41978 -27.58432 -0.41232 -0.6 -1.2 1.7
C -15.08604 -26.86323 -1.47444 0.9 2.5 3.4
N -15.06675 -27.61765 -2.49137 0.4 -3.6 -6.3
O -14.74315 -25.68025 -1.48455 -0.6 0.8 0.2
H -15.64094 -27.23721 0.51002 0.0 0.5 0.4
H -15.53996 -28.57364 -0.57632 -0.2 0.4 0.5
H -14.71638 -27.31967 -3.39057 0.0 0.2 0.4
H -15.10823 -28.61647 -2.34736 -0.1 0.3 -0.4
N -16.71381 -20.25524 -5.08832 -6.2 1.4 6.2
C -15.68254 -20.52797 -5.74542 7.1 -1.9 0.0
N -15.89278 -20.27384 -6.98581 -0.3 0.7 -5.7
O -14.59444 -20.94417 -5.30269 -1.3 0.2 -0.1
H -17.40304 -19.58882 -5.40604 0.4 -0.2 -0.4
H -16.58155 -20.15554 -4.09199 0.3 -0.1 0.3
H -15.16735 -20.40093 -7.67696 -0.4 -0.1 0.2
H -16.86097 -20.13740 -7.23898 0.6 0.0 -0.7
N -18.24236 -25.26594 0.44574 2.3 -2.0 -0.1
C -19.37802 -24.71058 0.79871 0.1 0.3 1.2
N -19.94793 -24.03332 -0.15575 -2.2 2.3 -2.6
O -19.76526 -24.83136 1.93828 -1.4 0.0 1.6
H -17.61363 -24.93028 -0.26989 -0.2 -0.3 0.2
H -17.96654 -25.83978 1.22979 1.2 -0.1 -0.4
H -20.80732 -23.52133 -0.01647 0.3 -0.3 0.2
H -19.58286 -24.11381 -1.09402 -0.2 0.0 0.1
O -20.46730 -23.36558 -4.85505 0.3 -0.3 -0.1
C -20.04846 -22.45677 -3.83678 -0.2 -0.6 -0.9
C -18.64439 -22.84656 -3.41744 -1.4 2.0 0.1
O -18.62057 -24.03724 -2.72387 0.6 -1.5 -0.3
H -21.27936 -23.08354 -5.28237 0.0 0.1 0.2
H -19.99029 -21.45516 -4.26280 -0.1 0.3 0.2
H -20.76173 -22.50425 -3.01392 0.1 0.2 0.3
H -18.38131 -22.07521 -2.69363 0.6 0.4 -0.2
H -18.04244 -22.82385 -4.32587 0.4 -0.1 0.3
H -18.09347 -24.61560 -3.27999 -0.1 -0.6 0.4
O -15.38829 -21.74129 -1.12265 0.8 -1.1 0.8
C -16.31171 -22.41020 -0.24325 -0.2 2.1 -0.5
C -16.31292 -21.89122 1.18112 -0.3 0.5 0.5
O -16.64063 -20.50189 1.29956 0.5 -0.4 -1.5
H -15.79026 -21.03884 -1.63897 -0.1 0.4 0.0
H -17.26662 -22.09443 -0.66341 -0.6 -1.0 0.2
H -16.09699 -23.47821 -0.20655 -0.2 0.2 -0.4
H -15.36538 -22.05876 1.69318 0.2 -0.3 0.0
H -17.11531 -22.42038 1.69518 0.2 -0.6 0.2
H -16.87346 -20.31055 2.21103 -0.1 0.2 0.5
O -12.03563 -19.88846 3.03177 0.2 -0.4 -0.1
C -13.37846 -20.19895 3.32551 -0.8 0.2 0.5
C -13.51026 -21.39606 4.28790 -0.5 1.2 -0.2
O -13.35723 -22.65610 3.69204 0.3 -0.3 -0.7
H -12.05135 -19.38587 2.21400 0.3 0.0 -0.1
H -13.85743 -19.31840 3.75366 0.0 0.1 0.7
H -13.98461 -20.30242 2.42552 0.1 -0.7 -0.3
H -14.52635 -21.39673 4.68243 0.0 0.2 0.1
H -12.80036 -21.29856 5.10927 0.1 0.2 0.1
H -12.56690 -22.59150 3.15092 0.3 -0.3 -0.2

---

no.,highest occupied orbital energy (eV)
1,-10.082
2,-6.499
3,-8.581